Entry 1:
{
  "formula": "C5H7NO",
  "method": "ωB97M-V with the def2-TZVPD basis set",
  "gap_ev": 11.024,
  "largest_force_ha_per_bohr": 0.009,
  "elements": ["N", "C", "O", "C", "C", "C", "C", "H", "H", "H", "H", "H", "H", "H"],
  "xyz": [[2.738, 0.112, -0.231], [1.519, -0.039, 0.031], [0.838, -1.237, 0.197], [-0.230, -0.669, -0.611], [-1.504, -0.450, 0.176], [-0.870, 0.842, 0.762], [0.292, 0.758, -0.279], [3.167, -0.817, -0.253], [-0.170, -1.092, -1.614], [-1.784, -1.253, 0.861], [-2.338, -0.231, -0.498], [-0.565, 0.769, 1.808], [-1.490, 1.734, 0.642], [0.398, 1.574, -0.991]],
  "mulliken_charge": [-0.72, 0.43, -0.43, -0.05, -0.62, -0.70, -0.13, 0.27, 0.45, 0.30, 0.26, 0.27, 0.29, 0.38]
}

---

Entry 2:
{
  "formula": "C5H7NO",
  "method": "ωB97M-V with the def2-TZVPD basis set",
  "smiles": "C=C(C#N)COC",
  "gap_ev": 10.593,
  "largest_force_ha_per_bohr": 0.042,
  "elements": ["C", "C", "C", "C", "O", "C", "N", "H", "H", "H", "H", "H", "H", "H"],
  "xyz": [[1.223, -1.130, 0.170], [-0.108, 0.537, -1.315], [-0.655, 0.812, -0.135], [-1.223, -0.338, 0.624], [-0.006, -0.909, 1.125], [-0.342, 2.017, 0.590], [-0.155, 3.024, 1.128], [1.956, -0.446, 0.587], [1.432, -1.078, -0.955], [1.320, -2.170, 0.408], [0.660, 1.145, -1.772], [-0.407, -0.380, -1.817], [-1.965, -0.027, 1.391], [-1.731, -1.057, -0.029]],
  "mulliken_charge": [-0.73, -1.12, 0.50, -0.43, -0.36, 0.14, -0.46, 0.30, 0.34, 0.33, 0.37, 0.50, 0.34, 0.27]
}

---

Entry 3:
{
  "formula": "C5H7NO",
  "method": "ωB97M-V with the def2-TZVPD basis set",
  "gap_ev": [7.836, 7.839],
  "largest_force_ha_per_bohr": 0.025,
  "elements": ["C", "N", "C", "C", "C", "C", "O", "H", "H", "H", "H", "H", "H", "H"],
  "xyz": [[1.127, -0.323, 1.578], [1.025, -1.556, 0.798], [0.554, -0.433, 0.233], [-1.303, 0.635, 0.009], [-0.439, 1.236, -1.091], [-0.034, -0.214, -1.116], [-1.361, -0.646, -0.765], [0.317, -0.113, 2.276], [2.121, 0.019, 1.835], [0.569, -2.447, 0.968], [-2.326, 1.053, 0.097], [0.323, 1.990, -0.868], [-0.984, 1.481, -2.010], [0.380, -0.745, -1.973]],
  "mulliken_charge": [-0.30, -0.48, 0.31, -0.49, -0.43, -0.24, -0.45, 0.24, 0.26, 0.27, 0.27, 0.25, 0.28, 0.49]
}